Version w
Formula: C5H8O
Source: OMol25
Level of theory: wB97M-V/def2-TZVPD

Geometry as XYZ:
```
14
C5H8O (wB97M-V/def2-TZVPD)
C -1.8922 0.0244 0.4681
C -0.4157 0.1325 0.3161
C 0.2832 0.8501 -0.7653
C 1.2349 -0.3042 -0.9690
C 1.6763 -0.5824 0.3940
O 0.3241 -0.4543 1.2152
H -2.1736 -0.7771 1.1540
H -2.3013 0.9780 0.8259
H -2.3336 -0.1636 -0.5162
H 0.7784 1.7676 -0.4008
H -0.3741 1.1030 -1.6001
H 0.8792 -1.1519 -1.5526
H 2.3129 0.1755 0.8662
H 2.0213 -1.5884 0.6315
```

Atomic partial charges in e from the Mulliken method, atoms 1 to 2:
1 C -1.182
2 C 0.590

---

Version x
Formula: C5H8O
Source: OMol25
Level of theory: wB97M-V/def2-TZVPD

Calculated values
- SMILES string: C1=C[C@H]2O[C@H]2C1.[H][H]

Geometry as XYZ:
```
14
C5H8O (wB97M-V/def2-TZVPD)
C -0.5237 -0.4492 -0.3009
C -1.2597 0.8011 0.1524
C -0.1351 1.7056 0.6141
C 1.0654 1.1486 0.4447
C 0.9148 -0.2297 -0.1139
O 0.1743 -1.1110 0.7459
H 0.4743 -2.9762 -0.6511
H -0.9301 -1.0962 -1.0762
H -1.8375 1.2491 -0.6655
H -1.9597 0.5719 0.9648
H -0.3162 2.6802 1.0583
H 2.0199 1.5982 0.6975
H 1.6857 -0.7118 -0.7109
H 0.6952 -3.2670 -1.3011
```

Atomic partial charges in e from the Mulliken method, atoms 1 to 2:
1 C -0.056
2 C -0.787

---

What should be chosen as the most stable of them? Choose version x.

---

Version w
Formula: C5H8O
Source: OMol25
Level of theory: wB97M-V/def2-TZVPD

Geometry as XYZ:
```
14
C5H8O (wB97M-V/def2-TZVPD)
O 1.3486 -0.1002 1.8492
C 0.6907 -0.0898 0.6232
C -0.7813 -0.3272 0.8227
C -0.7819 0.0979 -0.6485
C 0.2941 1.1194 -0.3717
C 0.0150 -1.0303 -1.1764
H 2.2962 0.0855 1.8546
H -1.2256 0.3995 1.5104
H -1.0805 -1.3477 1.0862
H -1.5378 0.6861 -1.1598
H 0.7913 1.4552 -1.3032
H -0.1447 1.9929 0.1407
H -0.3996 -2.0456 -1.0800
H 0.5155 -0.8956 -2.1474
```

Atomic partial charges in e from the Mulliken method, atoms 1 to 2:
1 O -0.462
2 C 0.023

---

Version x
Formula: C5H8O
Source: OMol25
Level of theory: wB97M-V/def2-TZVPD

Calculated values
- SMILES string: C=C/C=C\CO

Geometry as XYZ:
```
14
C5H8O (wB97M-V/def2-TZVPD)
O 0.4902 1.5476 -2.2049
C 0.3420 0.8912 -0.9698
C 0.1790 -0.5968 -0.9921
C -0.1314 -1.3123 0.0972
C -0.5198 -0.8228 1.4344
C -0.7187 0.4199 1.8978
H 1.2199 1.1499 -2.6891
H -0.5063 1.3874 -0.4953
H 1.2317 0.9926 -0.3251
H 0.5342 -1.1028 -1.8902
H -0.0375 -2.3940 0.0265
H -0.6484 -1.6232 2.1623
H -0.6402 1.3273 1.3111
H -0.9906 0.5693 2.9400
```

Atomic partial charges in e from the Mulliken method, atoms 1 to 2:
1 O -0.528
2 C -0.386

---

Version y
Formula: C5H8O
Source: OMol25
Level of theory: wB97M-V/def2-TZVPD

Geometry as XYZ:
```
14
C5H8O (wB97M-V/def2-TZVPD)
O -1.4791 1.7519 0.3289
C -0.7184 0.5784 0.4189
C -1.0692 -0.6267 -0.4662
C 0.2609 -1.2442 -0.1883
C 1.4366 -0.4074 -0.5343
C 0.7658 0.5420 0.3540
H -0.9012 2.5215 0.2726
H -0.6397 0.1910 1.4406
H -1.2560 -0.3140 -1.5010
H -1.9322 -1.1864 -0.1022
H 0.3016 -2.0934 0.4870
H 1.6358 -0.1118 -1.5565
H 2.3302 -0.7994 -0.0355
H 1.2648 1.1984 1.0821
```

Atomic partial charges in e from the Mulliken method, atoms 1 to 2:
1 O -0.552
2 C 0.251

---

What should be chosen as the most stable of them? Choose version x.

---

Version w
Formula: C5H8O
Source: OMol25
Level of theory: wB97M-V/def2-TZVPD

Calculated values
- SMILES string: CCC#CCO

Geometry as XYZ:
```
14
C5H8O (wB97M-V/def2-TZVPD)
C -0.0970 -1.7687 -0.2046
C -0.0407 -1.0814 -1.6188
C -0.0174 0.3080 -1.1185
C -0.0325 1.1372 -0.2390
C -0.0343 2.0150 0.9411
O 0.7411 1.5277 2.0257
H -0.9397 -1.2799 0.2818
H -0.1260 -2.8389 0.0561
H 0.7448 -1.3236 0.3236
H 0.8379 -1.2574 -2.2547
H -0.8901 -1.2097 -2.3043
H -1.0711 2.1959 1.2637
H 0.4035 2.9761 0.6654
H 0.5215 0.5996 2.1825
```

Atomic partial charges in e from the Mulliken method, atoms 1 to 2:
1 C -1.053
2 C -0.378

---

Version x
Formula: C5H8O
Source: OMol25
Level of theory: wB97M-V/def2-TZVPD

Calculated values
- SMILES string: C=C/C=C(/C)O

Geometry as XYZ:
```
14
C5H8O (wB97M-V/def2-TZVPD)
C -1.9783 1.5565 1.1820
C -1.3019 0.5911 0.5146
C 0.0185 0.6494 -0.1210
C 0.6796 -0.5353 -0.2979
O 0.1620 -1.6943 0.3269
C 1.8836 -0.8573 -1.1600
H -2.9431 1.3049 1.4810
H -1.4901 2.4469 1.5636
H -1.8826 -0.2033 -0.0772
H 0.3721 1.4692 -0.7827
H -0.2938 -1.4874 1.1637
H 2.5397 -1.3089 -0.3284
H 2.5512 -0.1676 -1.6527
H 1.6830 -1.7639 -1.8120
```

Atomic partial charges in e from the Mulliken method, atoms 1 to 2:
1 C -0.826
2 C -0.026

---

What should be chosen as the most stable of them? Choose version x.

---

Version w
Formula: C5H8O
Source: OMol25
Level of theory: wB97M-V/def2-TZVPD

Geometry as XYZ:
```
14
C5H8O (wB97M-V/def2-TZVPD)
C -2.4513 0.2383 0.0213
C -1.3000 -0.6910 -0.1447
C 1.2665 -0.2900 0.8182
C 2.0444 -0.4315 -0.4693
C 0.7715 0.3369 -0.4354
O -0.4752 -0.0347 -0.9838
H -2.1463 0.6197 1.0182
H -3.4291 -0.2143 0.1608
H -2.4403 1.0930 -0.6643
H 1.6021 0.3655 1.6142
H 0.7128 -1.1679 1.1364
H 2.9421 0.1684 -0.5879
H 2.0675 -1.4076 -0.9394
H 0.8355 1.4152 -0.5442
```

Atomic partial charges in e from the Mulliken method, atoms 1 to 2:
1 C -0.842
2 C -0.171

---

Version x
Formula: C5H8O
Source: OMol25
Level of theory: wB97M-V/def2-TZVPD

Calculated values
- SMILES string: CC#C[C@@H](C)O

Geometry as XYZ:
```
14
C5H8O (wB97M-V/def2-TZVPD)
C 2.7005 0.0116 0.3097
C 1.3843 -0.1733 -0.2847
C 0.2309 -0.1909 -0.6389
C -1.1608 0.2763 -0.5087
C -2.1411 -0.7905 -0.0387
O -1.1312 1.2696 0.5166
H 3.4747 -0.6008 -0.1528
H 2.6488 -0.2410 1.3746
H 2.9829 1.0658 0.2101
H -1.5064 0.7261 -1.4513
H -1.6810 -1.4136 0.7333
H -2.9994 -0.2727 0.3960
H -2.4904 -1.4340 -0.8513
H -0.3118 1.7672 0.3862
```

Atomic partial charges in e from the Mulliken method, atoms 1 to 2:
1 C -1.094
2 C 0.307

---

What should be chosen as the most stable of them? Choose version x.

---

Version w
Formula: C2H8S2
Source: OMol25
Level of theory: wB97M-V/def2-TZVPD

Calculated values
- SMILES string: CSC.S

Geometry as XYZ:
```
12
C2H8S2 (wB97M-V/def2-TZVPD)
S 3.9783 -1.5291 1.3338
H 4.1605 -0.3572 0.7058
H 2.6404 -1.5377 1.3843
C -0.3191 -0.3775 -1.1402
S -0.7425 -0.0945 0.6182
C -2.0463 1.1532 0.4155
H -0.9709 -1.1608 -1.5312
H 0.6803 -0.8033 -1.1508
H -0.4247 0.5196 -1.7406
H -2.7927 0.8292 -0.3122
H -2.5755 1.2848 1.3548
H -1.5877 2.0734 0.0624
```

Atomic partial charges in e from the Mulliken method, atoms 1 to 2:
1 S -0.280
2 H 0.139

---

Version x
Formula: C2H8S2
Source: OMol25
Level of theory: wB97M-V/def2-TZVPD

Calculated values
- SMILES string: CS.CS

Geometry as XYZ:
```
12
C2H8S2 (wB97M-V/def2-TZVPD)
S -3.7273 -2.5451 1.1162
C -3.4288 -2.5877 -0.6209
H -4.0421 -3.8455 1.2961
H -3.1635 -1.6109 -1.0590
H -4.2816 -3.0051 -1.1823
H -2.5679 -3.2684 -0.7315
S -0.9728 5.4589 1.0259
C -1.9444 5.2768 2.5333
H 0.0931 4.7340 1.4271
H -2.2136 4.2073 2.5465
H -2.8688 5.8713 2.4404
H -1.4585 5.5292 3.4908
```

Atomic partial charges in e from the Mulliken method, atoms 1 to 2:
1 S -0.195
2 C -0.683

---

What should be chosen as the most stable of them? Choose version w.